The following is a DFT calculation (wB97M-V/def2-TZVPD) of an isolated molecule of C20H21N3O3 at a distorted geometry.

## Properties
SMILES: COc1ccc(-c2noc(CCC(=O)Nc3ccc(C)c(C)c3)n2)cc1
Electronic energy: -31693.660 eV
ΔE to the lowest compared entry with this formula, charge and spin: 290.19 kJ/mol
Frontier orbital gap: 0.3284 Ha

Positions of all 47 atoms, in Å:
C (-10.20929, -0.47320, 0.08742)
O (-9.29509, 0.59206, 0.19059)
C (-7.96657, 0.32621, 0.10025)
C (-7.41716, -0.94046, -0.08846)
C (-6.04678, -1.09394, -0.16555)
C (-5.20287, 0.00712, -0.05620)
C (-3.76869, -0.15227, -0.13640)
N (-3.15698, -1.29665, -0.31385)
O (-1.82785, -0.99279, -0.32757)
C (-1.73253, 0.33474, -0.15482)
C (-0.40636, 0.99093, -0.12995)
C (0.73275, -0.02071, -0.05877)
C (2.08577, 0.68656, -0.09723)
O (2.19659, 1.88551, -0.21009)
N (3.11967, -0.19142, 0.00512)
C (4.49921, 0.06217, 0.00335)
C (5.03739, 1.33770, -0.10153)
C (6.41109, 1.49389, -0.09379)
C (7.27333, 0.41283, 0.01572)
C (8.75685, 0.61984, 0.02139)
C (6.73165, -0.87236, 0.12076)
C (7.62443, -2.06953, 0.24000)
C (5.35605, -1.02954, 0.11339)
N (-2.89229, 0.89697, -0.03101)
C (-5.75357, 1.27570, 0.13265)
C (-7.11739, 1.43191, 0.20965)
H (-11.19631, -0.02401, 0.18555)
H (-10.06465, -1.20595, 0.88765)
H (-10.13514, -0.97398, -0.88306)
H (-8.04793, -1.81101, -0.17613)
H (-5.61324, -2.07088, -0.31155)
H (-0.29816, 1.60616, -1.02742)
H (-0.36707, 1.67549, 0.71966)
H (0.66984, -0.71155, -0.90328)
H (0.65825, -0.60655, 0.86059)
H (2.88026, -1.17014, 0.09006)
H (4.38795, 2.19150, -0.18771)
H (6.82194, 2.48975, -0.17571)
H (8.99707, 1.67599, -0.06779)
H (9.19477, 0.24198, 0.94495)
H (9.22327, 0.08751, -0.80721)
H (8.25409, -1.99063, 1.12556)
H (7.04050, -2.98359, 0.31127)
H (8.28113, -2.14457, -0.62605)
H (4.93698, -2.02434, 0.19492)
H (-5.09273, 2.12400, 0.21571)
H (-7.56221, 2.40359, 0.35495)